{
  "formula": "C56H65F3N5O",
  "method": "ωB97M-V/def2-TZVPD",
  "elements": ["H", "H", "C", "H", "C", "H", "H", "H", "H", "H", "C", "F", "H", "H", "H", "C", "H", "H", "H", "C", "H", "H", "H", "C", "N", "C", "C", "C", "H", "H", "C", "C", "C", "H", "H", "H", "H", "H", "H", "C", "H", "C", "H", "H", "H", "C", "H", "C", "H", "H", "H", "H", "H", "F", "C", "H", "F", "C", "H", "N", "C", "C", "C", "C", "C", "C", "H", "H", "C", "H", "C", "C", "H", "C", "O", "H", "H", "C", "C", "C", "H", "N", "C", "H", "H", "H", "H", "C", "C", "C", "C", "C", "C", "H", "N", "C", "C", "H", "C", "C", "H", "C", "H", "C", "C", "C", "C", "N", "H", "C", "H", "C", "C", "H", "H", "H", "C", "H", "H", "C", "H", "H", "H", "H", "C", "H", "C", "C", "C", "H"],
  "xyz": [[4.9175, 8.0186, 2.3452], [1.1531, 0.7576, -1.1322], [3.0293, 0.1043, 1.0029], [-0.1348, 5.5553, -4.9871], [1.4019, 3.4264, -1.7506], [-5.1847, -4.0149, -1.9928], [-0.2215, 1.2827, -4.6864], [-7.4518, -1.1737, 0.7923], [-0.6182, -4.3468, -0.5037], [-0.4181, 0.5842, -0.0105], [2.2450, 4.4085, -4.7057], [5.8874, 0.1628, 1.9218], [-4.5555, -1.4524, -2.8249], [0.9276, 0.3869, 1.3088], [0.4855, 6.1827, -0.4217], [0.5392, -4.5995, 3.3258], [-5.3187, -0.8223, 4.9010], [-4.9254, -2.5438, 4.6633], [0.7996, 7.5377, -4.9516], [1.4594, 5.1369, -3.6013], [4.5744, -2.9200, 0.6687], [1.2306, 10.2186, 1.8042], [-2.4626, 0.4718, 2.7835], [2.4374, -2.6314, 0.8131], [1.9424, 6.5121, -3.5071], [4.0282, -0.8439, 0.8266], [-0.5183, -2.1119, -4.6246], [1.8299, 9.3172, 1.6627], [-6.1886, -2.0100, -1.1873], [-0.4432, 4.1448, -3.9575], [0.1937, -4.3981, 1.9771], [1.2933, 8.2378, 0.9578], [0.5976, 1.0696, -2.0243], [2.4487, 7.1011, -5.4713], [-1.5040, -6.2917, -1.7260], [0.2756, 8.2703, 0.5640], [2.2961, -7.4937, 2.9434], [-0.5425, -7.4093, -0.7321], [-3.9220, 0.9600, 3.6743], [-0.2192, 0.2736, -4.2699], [1.7740, 3.2409, -0.7309], [0.4499, -5.3892, 1.0049], [-2.8034, -1.8898, 3.5173], [1.4232, -7.2634, 0.6266], [-0.1187, -3.3836, -2.8951], [-3.6429, -1.1801, 3.5308], [-2.9494, -0.8856, -2.3102], [3.7577, -2.2069, 0.7667], [-4.1236, -4.7070, -0.7489], [-2.0579, 0.0760, -0.8511], [3.3664, 5.3529, -1.0858], [0.8544, -1.7685, 5.2962], [-0.9700, -5.0661, 5.5710], [5.5609, 0.6579, -0.1995], [2.4779, 6.8762, -2.3029], [-0.5789, 5.7806, -3.2667], [6.3193, -1.3226, 0.3633], [-0.5443, -0.7947, -5.1064], [0.6414, -4.6813, 6.2208], [-1.8170, -3.0165, 1.8505], [-0.2418, -4.2629, 5.7235], [-1.0458, -6.4330, -0.7403], [1.3702, -1.6939, 0.8911], [3.1262, 9.2309, 2.1852], [-4.3515, -1.3610, 2.1875], [1.3235, -5.7044, 3.6508], [-3.8757, -1.5177, 5.6488], [3.9459, 6.1104, 1.0650], [-1.1302, -0.1578, -0.3286], [1.4805, -2.0592, 3.6564], [-3.5681, -2.6899, -1.3425], [1.0880, -5.2558, -1.4295], [0.4297, 2.6615, -3.4592], [3.3613, 7.0159, 1.2375], [2.9717, 7.9728, -2.0533], [-0.7827, -0.6126, -6.1585], [-6.2820, -0.8644, 2.9522], [-4.2990, -2.0151, -0.1801], [1.7161, -0.3295, 1.0817], [3.8985, 8.0856, 1.9599], [-2.5052, 0.3411, 4.5603], [1.7047, 4.6577, -2.2368], [0.7817, 2.3940, -2.4631], [1.5059, 5.0393, 0.4811], [-1.8509, -6.4598, 0.0040], [1.6642, -5.8280, 4.6782], [3.3223, 4.5830, -4.5872], [-1.1192, -1.3100, 0.4657], [-5.7213, -1.1682, 2.0728], [1.2096, -2.5401, 4.6043], [0.2033, 0.0307, -2.9385], [2.0642, 7.0942, 0.7251], [-5.6741, -1.8020, -0.2522], [1.7246, -4.3815, -1.2431], [-0.4926, -3.1604, 1.5969], [-3.5425, -1.7734, -2.5491], [1.8444, 7.4428, -4.6163], [-3.5527, -4.5800, -2.4201], [0.1275, -3.5944, 4.3969], [-0.1441, -2.3655, -3.2937], [2.2034, 8.4240, -4.2882], [-3.6397, -1.7087, 1.0204], [1.7160, -6.1543, -1.3513], [-6.3823, -1.3657, 0.8609], [-0.0244, -2.0728, 0.8678], [-4.5011, -1.5375, 4.7491], [1.6666, -6.6447, 2.6820], [-2.2154, -1.9490, 1.1060], [-2.5327, -2.8378, -1.0184], [1.2017, -6.5049, 1.3781], [1.9393, 4.8046, -5.6849], [5.4409, -0.3470, 0.7274], [-3.0966, 0.2356, 3.6454], [-0.6883, -3.5222, 6.3944], [-0.7799, -2.9565, -5.2725], [-3.0722, -2.2711, -3.4012], [0.2698, -1.3078, -2.4968], [-0.7737, -3.1045, 4.0012], [3.5412, 10.0686, 2.7450], [-4.1450, -4.0765, -1.6471], [0.7098, -5.1865, -2.4548], [0.6768, -1.4920, -1.5043], [2.2242, -3.6983, 0.7732], [2.0447, 3.3344, -4.6857], [-0.0683, -5.2949, -0.4341], [2.1158, -2.9969, 5.0254], [2.3419, 5.6605, -1.3745], [-0.0255, 5.1504, -3.9739], [1.5209, 5.9590, -0.1193], [3.2643, 1.1661, 1.0795]],
  "lowdin_charge": [0.108, 0.098, -0.007, 0.092, 0.034, 0.082, 0.105, 0.112, 0.110, 0.012, 0.017, 0.121, 0.088, 0.115, 0.132, -0.120, 0.077, 0.089, 0.095, -0.468, 0.131, 0.108, 0.071, 0.008, -0.036, -0.126, -0.059, -0.068, 0.117, 0.070, -0.085, -0.040, 0.026, 0.099, 0.077, 0.113, 0.115, 0.084, 0.091, -0.005, 0.150, -0.143, 0.100, 0.119, 0.085, -0.381, 0.061, 0.021, 0.086, 0.053, 0.171, 0.086, 0.091, 0.111, -0.362, 0.108, 0.122, -0.064, 0.077, 0.199, -0.063, -0.050, -0.150, -0.076, -0.119, -0.014, 0.081, 0.113, -0.033, 0.066, -0.371, -0.059, 0.063, -0.045, 0.099, 0.112, 0.112, -0.122, -0.030, -0.067, 0.081, 0.049, -0.039, 0.116, 0.089, 0.118, 0.106, -0.225, -0.022, -0.042, -0.218, -0.240, -0.029, 0.072, 0.029, -0.050, -0.001, 0.075, -0.375, -0.051, 0.103, -0.079, 0.088, -0.044, -0.124, -0.069, -0.038, 0.016, 0.107, -0.026, 0.095, -0.519, -0.054, 0.083, 0.118, 0.071, -0.020, 0.107, 0.106, -0.049, 0.071, 0.097, 0.099, 0.079, -0.371, 0.093, -0.155, 0.008, -0.089, 0.128],
  "energy_ev": -76770.0042,
  "total_charge": 1,
  "gap_ev": 4.394,
  "homo_ha": -0.318
}

{
  "formula": "C5H12N2O",
  "method": "ωB97M-V/def2-TZVPD",
  "elements": ["C", "H", "H", "H", "H", "H", "H", "H", "N", "C", "H", "O", "N", "H", "C", "H", "H", "C", "H", "C"],
  "xyz": [[1.0838, 0.5803, -1.1691], [1.4918, 1.4655, 1.3701], [0.4177, 0.5114, 3.5537], [1.4875, -0.5002, 2.8598], [2.1966, -1.0742, -1.6146], [-0.2557, 1.4778, 1.1648], [-0.9718, -1.5041, 0.4283], [1.4395, 1.5683, -0.8474], [2.1161, -0.1177, -1.9138], [-1.8456, -0.0740, -0.6532], [0.2148, 0.9255, -1.7326], [-2.9545, -0.5140, -0.4029], [-0.7384, -0.7125, -0.1525], [-1.8392, 0.8848, -1.1840], [0.6041, 0.8439, 1.3667], [-0.2373, -0.7884, 2.5256], [1.2763, -0.9025, 0.4167], [0.5630, -0.1178, 0.1066], [2.9730, 0.4111, -1.8975], [0.5413, -0.0250, 2.5919]],
  "nbo_charge": [-0.222, 0.208, 0.220, 0.211, 0.365, 0.202, 0.403, 0.181, -0.841, 0.506, 0.174, -0.605, -0.633, 0.140, -0.409, 0.205, 0.193, -0.042, 0.370, -0.627],
  "energy_ev": -10406.6836,
  "smiles": "CC[C@H](CN)NC=O",
  "total_charge": 0,
  "e_above_lowest_ev": 1.740,
  "gap_ev": 10.089,
  "homo_ha": -0.337
}

{
  "formula": "CH3NO3P",
  "method": "ωB97M-V/def2-TZVPD",
  "elements": ["O", "H", "H", "N", "C", "O", "H", "O", "P"],
  "xyz": [[2.2537, 0.0741, 0.3468], [-0.8042, -0.6453, -0.1814], [0.4455, -1.6952, 0.0279], [0.1836, -0.6930, -0.1944], [1.1148, 0.2277, 0.0791], [-2.3016, 0.3278, 0.0488], [0.5416, 1.2029, -0.1288], [-4.7624, 0.3396, -0.2743], [-3.5954, -0.3917, 0.2677]],
  "nbo_charge": [-0.644, 0.452, 0.348, -0.825, 0.541, -1.192, 0.092, -1.145, 1.373],
  "energy_ev": -18010.3755,
  "total_charge": -1,
  "e_above_lowest_ev": 0.185,
  "gap_ev": 8.465,
  "homo_ha": -0.165
}

{
  "formula": "C30H26F6I2N5O8S5Sm",
  "method": "ωB97M-V/def2-TZVPD",
  "elements": ["C", "C", "N", "S", "O", "C", "H", "S", "C", "F", "C", "C", "H", "F", "H", "H", "O", "H", "O", "N", "C", "N", "C", "C", "C", "C", "C", "C", "C", "F", "O", "H", "H", "H", "C", "N", "H", "H", "S", "C", "S", "C", "H", "H", "H", "H", "O", "I", "O", "C", "C", "H", "C", "H", "H", "C", "C", "H", "C", "H", "C", "H", "F", "Sm", "H", "C", "N", "C", "H", "H", "H", "C", "O", "C", "H", "H", "F", "I", "S", "F", "C", "O", "C"],
  "xyz": [[-1.8558, -1.8153, 1.4689], [-1.1671, -2.7569, 0.4973], [-0.3290, -1.9275, -2.8721], [-5.1875, -1.2448, -2.6296], [-0.5948, 1.0172, -3.1776], [0.7015, 0.0983, 2.3504], [2.7635, -3.1832, -3.5663], [0.4949, -2.1265, -5.2693], [-2.7246, -1.3270, 3.5676], [-1.6914, 0.9247, -6.0701], [0.7551, 0.8810, 3.4863], [-2.6758, -1.4575, -3.0710], [0.9568, -2.9969, 3.8359], [-0.0003, 4.9257, -1.3723], [6.4050, 0.3179, 4.1793], [-3.1690, -1.5968, 4.5450], [-1.7254, 2.1603, -0.8775], [-1.7870, -1.4832, -5.8316], [3.6361, 1.0888, -2.3548], [-1.6016, 3.3676, -3.1539], [-1.2288, 4.7315, -0.8711], [-1.8918, -0.5692, 1.0703], [0.7719, -2.1954, -3.5503], [0.8485, -1.2941, 2.4968], [0.9725, 0.3020, 4.7254], [-3.8491, -1.8836, -3.5478], [-4.0248, -0.3949, -1.6061], [3.6279, 0.9437, 0.2989], [-1.4072, -1.6962, -3.6642], [-1.9718, 5.8390, -1.0937], [0.5505, 0.6937, 1.1823], [-4.0269, -2.5224, -4.4045], [-4.7340, 1.5290, -1.1173], [1.0430, 0.9849, 5.5573], [-1.1403, -1.7514, -5.0270], [0.1560, -2.1575, 0.1822], [1.9939, -3.0735, -1.9587], [-3.7745, 0.6962, 0.2150], [-2.2438, 3.3216, -1.6914], [5.0991, -0.2044, 1.8147], [-0.8781, 2.2273, -3.9270], [3.9769, 1.7287, 2.4940], [-1.7069, -2.7858, -0.4196], [2.5684, -1.5735, -2.7565], [2.1708, -2.0265, 1.0170], [5.2734, 1.5917, 4.6817], [-3.6157, 3.6578, -1.7019], [0.4744, 2.9489, 3.1982], [0.1477, 2.7661, -4.8041], [0.9257, -1.8891, 3.7804], [5.3254, 0.6152, 4.1698], [5.7983, -1.0288, 2.0010], [4.8430, 0.7315, 2.7945], [4.7839, -0.7161, -0.2315], [-5.5462, 0.2082, -0.1856], [-2.3321, -2.2834, 2.6963], [-2.7067, 0.0018, 3.2046], [1.1673, -3.2770, 1.6760], [-2.2208, 1.7434, -5.1464], [-1.0464, -3.7199, 0.9309], [1.1333, -2.2289, 1.3755], [-2.4126, 1.3440, 1.5837], [-2.5600, 2.8429, -5.7513], [-0.2514, 0.2215, -0.8868], [2.6737, 2.6925, 1.1917], [-4.5558, 0.5805, -0.5808], [-2.7752, -0.5818, -1.9325], [2.1177, -2.5803, -2.9128], [3.6984, 2.5220, 3.1784], [-3.0168, 0.8257, 3.8532], [-2.2276, -3.3241, 2.9225], [-2.3455, 0.3192, 1.9237], [2.0107, -0.2855, -1.2701], [4.5331, -0.0733, 0.5777], [4.6852, -0.0979, 4.7375], [0.4712, -2.6758, -0.5644], [-3.3040, 1.1608, -4.6445], [0.9557, -2.0017, 6.7401], [2.7467, 0.9995, -1.2468], [-1.0669, 4.3702, 0.3669], [0.9841, -1.0660, 4.8968], [1.7536, 2.0526, -1.0171], [3.3759, 1.8990, 1.2926]],
  "lowdin_charge": [-0.265, -0.113, 0.027, 1.062, -0.420, -0.452, 0.085, 1.111, -0.051, 0.118, -0.596, -0.348, 0.108, 0.155, 0.096, 0.131, -0.465, 0.073, -0.254, -0.281, -0.632, 0.034, -0.556, -0.159, -0.207, -0.329, -0.598, -0.235, -0.390, 0.126, -0.332, 0.089, 0.075, 0.087, -0.342, -0.098, 0.066, 0.050, 0.704, -0.035, 0.640, -0.081, 0.101, 0.069, 0.135, 0.085, -0.239, 1.031, -0.236, -0.128, -0.051, 0.124, -0.306, 0.111, 0.099, -0.004, -0.028, 0.116, -0.681, 0.112, -0.089, 0.110, 0.172, 1.761, 0.063, -0.062, 0.041, -0.050, 0.102, 0.127, 0.119, -0.171, -0.492, -0.062, 0.097, 0.031, 0.153, 0.859, 0.472, 0.129, -0.776, -0.371, -0.075],
  "energy_ev": -159953.5512,
  "total_charge": 0,
  "gap_ev": [7.863, 7.880],
  "spin_multiplicity": 6,
  "homo_ha": [-0.291, -0.291]
}

{
  "formula": "C6H9NO",
  "method": "ωB97M-V/def2-TZVPD",
  "elements": ["H", "H", "C", "H", "C", "H", "H", "C", "C", "H", "H", "H", "O", "C", "C", "H", "N"],
  "xyz": [[-2.5501, -1.8021, 0.2160], [3.9585, -1.4061, 0.1231], [-1.8547, 0.2123, 0.0280], [-3.8506, -0.6175, -0.0789], [-2.8231, -0.8977, -0.3319], [-0.1898, 2.2888, 1.1620], [0.1107, -0.5731, -1.3603], [0.7334, 0.7023, 0.2007], [0.1094, -0.4234, -0.2839], [3.2694, 0.6538, -0.6604], [0.1607, -1.3149, 0.3351], [1.6492, 2.4376, 0.9358], [-2.2380, 1.2891, 0.4072], [0.7346, 1.8842, 0.7583], [2.5851, -0.0995, -0.2256], [-2.7484, -1.0981, -1.4029], [2.9440, -1.2358, 0.1780]],
  "nbo_charge": [0.232, 0.353, 0.601, 0.227, -0.742, 0.244, 0.236, 0.067, -0.494, 0.136, 0.251, 0.220, -0.552, -0.444, 0.103, 0.236, -0.673],
  "energy_ev": -9899.9931,
  "total_charge": 0,
  "e_above_lowest_ev": 5.611,
  "gap_ev": 8.432,
  "homo_ha": -0.276
}

{
  "formula": "C3H6ClNO",
  "method": "ωB97M-V/def2-TZVPD",
  "elements": ["C", "H", "O", "H", "H", "N", "C", "H", "H", "C", "H", "Cl"],
  "xyz": [[-1.9504, -0.0345, -0.5151], [0.2547, 2.5817, -0.8579], [1.5143, -2.6522, -0.5519], [0.7040, 1.1813, 0.0053], [0.6826, -2.9500, 1.3701], [-1.2567, 1.0393, -0.8577], [-0.1127, 1.8388, -0.1742], [-1.4345, 1.4440, -1.7214], [2.0713, -1.6076, 0.9252], [1.3397, -2.4476, 0.6121], [-0.4047, 2.3308, 0.7107], [-1.4077, -0.7240, 1.0547]],
  "nbo_charge": [0.119, 0.207, -0.506, 0.216, 0.136, -0.583, -0.435, 0.398, 0.097, 0.266, 0.216, -0.131],
  "energy_ev": -19265.0728,
  "total_charge": 0,
  "e_above_lowest_ev": 3.693,
  "gap_ev": 9.658,
  "homo_ha": -0.331
}